[1]
Below is C72H57CrF11O4Pd as an isolated structure in a non-equilibrium geometry, with properties calculated with the ωB97M-V functional and the def2-TZVPD basis.

```
146
C72H57CrF11O4Pd the ωB97M-V functional and the def2-TZVPD basis
Pd -0.231 -1.570 -3.886
Cr 0.942 0.190 3.921
C 0.154 -1.987 0.431
C 0.381 -1.108 1.526
C 0.689 0.343 1.217
O 1.112 1.111 2.152
C 0.487 0.826 -0.160
C 0.287 -0.114 -1.176
C 0.160 -1.539 -0.880
O -0.055 -2.413 -1.801
O 0.143 0.371 -2.362
O 0.387 -1.469 2.748
H -0.059 -3.019 0.665
H 0.509 1.884 -0.375
F -2.313 -0.386 -3.288
C -3.619 -0.405 -2.914
C -4.549 0.127 -3.777
C -5.883 0.156 -3.389
C -6.229 -0.210 -2.093
C -5.247 -0.675 -1.217
C -3.932 -0.830 -1.631
H -4.297 0.571 -4.733
H -6.687 0.482 -4.036
H -7.279 -0.170 -1.838
H -5.544 -0.961 -0.216
H -3.169 -1.232 -0.979
F 2.754 -0.798 3.924
C 3.325 -1.856 4.631
C 4.351 -1.548 5.514
C 4.978 -2.535 6.241
C 4.501 -3.842 6.130
C 3.456 -4.135 5.266
C 2.796 -3.126 4.563
H 4.683 -0.514 5.501
H 5.853 -2.337 6.841
H 4.993 -4.655 6.646
H 3.071 -5.131 5.088
H 2.119 -3.456 3.786
F 5.658 2.290 2.662
C 4.905 3.285 2.148
C 3.630 2.979 1.715
C 2.828 4.019 1.246
C 3.337 5.310 1.183
C 4.596 5.602 1.725
C 5.420 4.568 2.139
H 3.253 1.981 1.875
H 1.772 3.852 1.073
H 2.757 6.150 0.827
H 4.995 6.603 1.628
H 6.435 4.640 2.510
F -4.963 -6.532 -2.131
C -3.907 -6.415 -1.303
C -3.824 -7.278 -0.226
C -2.748 -7.153 0.647
C -1.796 -6.171 0.410
C -1.929 -5.271 -0.654
C -2.964 -5.424 -1.551
H -4.601 -8.008 -0.041
H -2.676 -7.811 1.502
H -0.973 -6.072 1.106
H -1.210 -4.463 -0.668
H -3.115 -4.761 -2.393
F 4.714 4.555 -5.678
C 4.140 4.216 -4.517
C 4.865 4.285 -3.336
C 4.218 3.886 -2.177
C 2.912 3.404 -2.180
C 2.252 3.291 -3.402
C 2.849 3.756 -4.571
H 5.882 4.637 -3.433
H 4.768 3.961 -1.245
H 2.389 3.071 -1.297
H 1.305 2.762 -3.400
H 2.267 3.676 -5.479
F 6.956 -1.776 2.883
C 5.838 -2.081 2.210
C 5.429 -3.407 2.178
C 4.285 -3.756 1.483
C 3.626 -2.804 0.720
C 4.064 -1.480 0.729
C 5.167 -1.104 1.483
H 5.987 -4.051 2.848
H 3.973 -4.791 1.429
H 2.732 -3.067 0.168
H 3.583 -0.783 0.053
H 5.479 -0.068 1.473
F -3.367 5.449 -5.736
C -2.790 4.933 -4.716
C -1.713 5.637 -4.071
C -1.063 4.993 -3.051
C -1.514 3.740 -2.570
C -2.628 3.113 -3.177
C -3.273 3.733 -4.211
H -1.316 6.559 -4.474
H -0.228 5.490 -2.577
H -0.972 3.277 -1.756
H -2.980 2.132 -2.880
H -4.074 3.210 -4.719
F -1.035 1.055 3.990
C -2.346 0.773 4.359
C -2.794 1.183 5.602
C -4.146 1.166 5.884
C -5.046 0.640 4.952
C -4.558 0.162 3.750
C -3.207 0.219 3.439
H -2.100 1.626 6.306
H -4.415 1.601 6.837
H -6.107 0.620 5.157
H -5.235 -0.302 3.045
H -2.829 0.015 2.444
F 2.605 -7.177 1.458
C 1.718 -6.955 2.433
C 1.332 -7.991 3.288
C 0.408 -7.745 4.282
C -0.131 -6.474 4.468
C 0.198 -5.446 3.594
C 1.132 -5.720 2.595
H 1.767 -8.978 3.195
H 0.002 -8.550 4.881
H -0.955 -6.374 5.164
H -0.382 -4.537 3.680
H 1.279 -4.963 1.828
F -0.806 -0.279 -5.560
C -0.706 0.866 -6.271
C -0.136 1.922 -5.599
C -0.075 3.192 -6.180
C -0.656 3.365 -7.427
C -1.203 2.281 -8.111
C -1.289 1.029 -7.514
H 0.242 1.790 -4.591
H 0.293 4.034 -5.612
H -0.534 4.315 -7.934
H -1.679 2.388 -9.076
H -1.734 0.150 -7.965
F -2.787 1.388 0.066
C -3.012 2.725 0.055
C -4.230 3.194 -0.337
C -4.465 4.567 -0.348
C -3.410 5.408 -0.022
C -2.195 4.908 0.441
C -1.983 3.547 0.517
H -5.048 2.557 -0.655
H -5.427 5.027 -0.522
H -3.491 6.486 -0.082
H -1.478 5.615 0.840
H -1.026 3.117 0.782
```

The value obtained for the total energy is -5348.967854 Ha. As for the expectation value of S²: 12.13. As for the maximum force: 5.2 eV/A. As for the spin multiplicity: 7. Its HOMO energy (alpha / beta) is -12.326 / -12.324 eV. Its total charge is +2. The HOMO-LUMO gap (alpha / beta) comes out at 4.64 / 3.29 eV.

Atomic partial charges in e from the Mulliken method, atoms 1 to 4: number 1, Pd, carries 0.623; number 2, Cr, carries 0.615; number 3, C, carries -0.221; number 4, C, carries 1.236

***

[2]
Below is CH3N4 as an isolated structure in a non-equilibrium geometry, with properties calculated with the ωB97M-V functional and the def2-TZVPD basis.

```
8
CH3N4 the ωB97M-V functional and the def2-TZVPD basis
C 0.275 0.017 0.113
N 1.137 1.004 -0.372
N 0.581 0.948 -1.479
N -0.259 -0.129 -1.160
N -0.091 -0.390 1.240
H -1.166 -0.464 -1.711
H 0.349 0.111 2.132
H -0.826 -1.097 1.237
```

The value obtained for the total energy is -258.515034 Ha. As for the maximum force: 3.4 eV/A. Its HOMO energy is -16.388 eV. Its total charge is +1. The HOMO-LUMO gap comes out at 9.61 eV.

Atomic partial charges in e from the Mulliken method, atoms 1 to 4: number 1, C, carries 0.621; number 2, N, carries -0.229; number 3, N, carries 0.024; number 4, N, carries -0.212

***

[3]
Below is C6H11N2 as an isolated structure in a non-equilibrium geometry, with properties calculated with the ωB97M-V functional and the def2-TZVPD basis.

```
19
C6H11N2 the ωB97M-V functional and the def2-TZVPD basis
C 0.933 0.287 0.166
C -0.292 0.404 0.667
C -2.222 -1.109 0.570
C -2.321 1.232 -0.394
C 4.496 -0.585 -0.518
C -1.471 -0.018 -0.183
N 3.585 0.046 0.037
N 2.823 0.695 0.585
H 1.182 -0.114 -0.796
H -3.114 -1.376 0.008
H -2.530 -0.768 1.555
H -1.614 -2.003 0.682
H -2.709 1.603 0.551
H -3.163 0.986 -1.037
H -1.748 2.023 -0.872
H -0.519 0.807 1.641
H 4.865 -0.275 -1.484
H 4.949 -1.435 -0.030
H -1.131 -0.400 -1.150
```

The value obtained for the total energy is -344.297687 Ha. As for the maximum force: 3.8 eV/A. Its HOMO energy is -14.645 eV. Its total charge is +1. The HOMO-LUMO gap comes out at 9.18 eV.

Atomic partial charges in e from the Mulliken method, atoms 1 to 4: number 1, C, carries -0.246; number 2, C, carries -0.242; number 3, C, carries -1.418; number 4, C, carries -1.420

***

[4]
Below is an isolated molecule of C5H7BrF3N in a non-equilibrium geometry, with properties calculated with the ωB97M-V functional and the def2-TZVPD basis.

```
17
C5H7BrF3N the ωB97M-V functional and the def2-TZVPD basis
C -0.708 1.110 0.171
C 0.778 1.093 -0.173
C 1.658 0.252 0.716
C -1.484 -0.074 -0.484
C -0.086 -2.041 -0.298
N -1.203 -1.361 0.189
F 1.156 2.512 -0.022
F -1.339 -0.166 -1.811
F 0.323 -3.206 0.287
Br 3.287 -0.195 -0.077
H -0.747 1.391 1.255
H -1.190 1.929 -0.294
H 1.093 1.058 -1.265
H 1.740 0.651 1.646
H -2.594 -0.021 -0.178
H 0.696 -1.536 -0.844
H -1.380 -1.394 1.183
```

The value obtained for the total energy is -3122.914227 Ha. As for the maximum force: 5.3 eV/A. Its HOMO energy (alpha / beta) is -6.984 / -9.025 eV. The HOMO-LUMO gap (alpha / beta) comes out at 5.85 / 9.65 eV.

Atomic partial charges in e from the Mulliken method, atoms 1 to 4: number 1, C, carries -0.622; number 2, C, carries 0.227; number 3, C, carries -0.682; number 4, C, carries 0.009

***

[5]
Below is CHCoO2 as an isolated structure in a non-equilibrium geometry, with properties calculated with the ωB97M-V functional and the def2-TZVPD basis.

```
5
CHCoO2 the ωB97M-V functional and the def2-TZVPD basis
H 1.221 -0.335 -0.743
O 0.083 0.357 -0.833
C 0.106 -0.750 -0.072
O -0.244 -0.513 1.112
Co -1.166 1.242 0.536
```

The value obtained for the total energy is -1571.463830 Ha. As for the expectation value of S²: 3.76. As for the maximum force: 3.1 eV/A. As for the spin multiplicity: 4. Its HOMO energy (alpha / beta) is -15.329 / -15.283 eV. Its total charge is +1. The HOMO-LUMO gap (alpha / beta) comes out at 7.81 / 7.27 eV.

Atomic partial charges in e from the Mulliken method, atoms 1 to 4: number 1, H, carries 0.480; number 2, O, carries -0.350; number 3, C, carries 0.319; number 4, O, carries -0.445